(one)
The following is a quantum chemistry calculation of C5H12N2 as an isolated structure, from OMol25.

Values from the calculation:
LUMO level (eV): 0.81

Geometry as ORCA input:
```
! wB97M-V def2-TZVPD RIJCOSX def2/J DEFGRID3
* xyz 0 1
C 0.310 -1.232 0.046
C -0.683 -0.689 -0.934
C 1.709 0.320 0.430
C -0.961 1.386 0.481
C -1.039 0.828 -0.847
N -0.181 -1.654 1.248
N -1.164 1.541 -1.901
H 1.087 -1.878 -0.350
H 0.485 -2.027 1.907
H -0.871 -1.058 1.684
H -0.915 1.032 -2.750
H -0.337 -0.902 -1.946
H -1.633 -1.214 -0.777
H 2.151 0.245 -0.563
H 1.975 1.323 0.778
H 2.302 -0.310 1.095
H 0.377 0.937 0.651
H -1.033 2.467 0.521
H -1.578 0.886 1.227
*
```


(two)
The following is a quantum chemistry calculation of one molecule with the formula C5H12N2, from OMol25.

Values from the calculation:
SMILES string: C=CCCNCN
LUMO level (eV): 1.10

Geometry as ORCA input:
```
! wB97M-V def2-TZVPD RIJCOSX def2/J DEFGRID3
* xyz 0 1
C -0.471 0.360 -0.851
C -0.947 1.605 -0.093
C -1.663 1.249 1.174
C -1.746 0.062 1.776
N 0.888 0.008 -0.492
C 1.299 -1.293 -0.999
N 2.588 -1.775 -0.548
H -1.214 -0.444 -0.742
H -0.440 0.496 -1.936
H -1.696 2.146 -0.676
H -0.044 2.219 -0.097
H -2.060 2.087 1.744
H -2.300 -0.033 2.700
H -0.923 -0.636 1.638
H 1.063 0.055 0.507
H 0.514 -2.030 -0.770
H 1.324 -1.272 -2.094
H 3.248 -1.014 -0.713
H 2.579 -1.791 0.472
*
```


(three)
The following is a quantum chemistry calculation of a 2-piece molecular cluster, C5H12N2 overall, from OMol25.

Values from the calculation:
SMILES string: CC=C=N.CNC
LUMO level (eV): 0.91

Geometry as ORCA input:
```
! wB97M-V def2-TZVPD RIJCOSX def2/J DEFGRID3
* xyz 0 1
C 0.665 1.793 0.033
C -1.645 -0.851 -1.212
C -0.327 -2.177 0.306
C 2.162 1.707 -0.069
N -0.325 -1.338 -0.873
C -0.002 1.550 1.119
N -0.606 1.502 2.173
H -1.002 0.637 2.520
H 0.125 2.084 -0.855
H 0.292 -0.544 -0.719
H -2.117 -0.262 -0.410
H -1.576 -0.231 -2.104
H -0.756 -1.687 1.195
H -0.916 -3.071 0.097
H -2.287 -1.705 -1.432
H 0.694 -2.477 0.532
H 2.574 2.680 -0.340
H 2.595 1.398 0.879
H 2.453 0.992 -0.840
*
```


(four)
The following is a quantum chemistry calculation of one molecule with the formula C5H12N2, from OMol25.

Values from the calculation:
SMILES string: C[C@@H](N)C/C=C/N
LUMO level (eV): 1.09

Geometry as ORCA input:
```
! wB97M-V def2-TZVPD RIJCOSX def2/J DEFGRID3
* xyz 0 1
C -1.850 1.020 -1.100
C -0.612 0.179 -1.412
C 0.538 0.336 -0.390
C 0.177 -0.085 1.036
C 1.015 -0.833 1.761
N 0.947 -1.141 3.118
N -0.155 0.366 -2.810
H -2.275 0.597 -0.177
H -1.703 2.064 -0.844
H -2.588 0.738 -1.848
H -0.939 -0.863 -1.402
H 1.156 1.221 -0.312
H 1.155 -0.505 -0.752
H -0.787 0.198 1.452
H 1.810 -1.334 1.215
H 0.288 -0.569 3.601
H 1.829 -1.289 3.541
H 0.407 1.212 -2.885
H 0.515 -0.376 -2.968
*
```


The data favor (four); the next most stable structure lies 10.3 kcal/mol above it.


(one)
The following is a quantum chemistry calculation of one molecule with the formula C5H12N2, from OMol25.

Values from the calculation:
SMILES string: C=C(N)C[C@H](C)N
LUMO level (eV): 0.98

Geometry as ORCA input:
```
! wB97M-V def2-TZVPD RIJCOSX def2/J DEFGRID3
* xyz 0 1
C 1.005 0.654 1.191
C 1.210 -0.440 0.136
C -0.053 -0.485 -0.840
C -1.267 -0.061 -0.102
C -1.999 1.040 -0.552
N -1.957 -0.878 0.828
N 2.462 -0.243 -0.671
H 1.978 0.740 1.778
H 0.167 0.472 1.875
H 0.858 1.660 0.629
H 1.424 -1.539 0.569
H 0.039 -1.398 -1.421
H 0.158 0.260 -1.605
H -2.982 1.217 -0.278
H -1.621 1.577 -1.367
H -2.419 -0.442 1.586
H -1.956 -1.902 0.665
H 2.542 0.779 -1.002
H 2.409 -1.009 -1.420
*
```


(two)
The following is a quantum chemistry calculation of one molecule with the formula C5H12N2, from OMol25.

Values from the calculation:
SMILES string: C=CCCNCN
LUMO level (eV): 1.17

Geometry as ORCA input:
```
! wB97M-V def2-TZVPD RIJCOSX def2/J DEFGRID3
* xyz 0 1
C 0.014 0.843 -0.914
C -0.547 1.840 0.189
C -1.561 1.022 0.976
C -1.447 0.708 2.257
N 0.442 -0.415 -0.280
C 1.032 -1.349 -1.235
N 1.813 -2.432 -0.734
H -0.749 0.699 -1.679
H 0.953 1.243 -1.289
H -0.775 2.828 -0.206
H 0.308 1.888 0.851
H -2.451 0.624 0.467
H -2.067 -0.066 2.681
H -0.585 1.107 2.786
H -0.325 -0.907 0.158
H 0.246 -1.722 -1.918
H 1.697 -0.770 -1.888
H 2.597 -2.089 -0.182
H 1.405 -3.053 -0.040
*
```


The data favor (two); the next most stable structure lies 12.3 kcal/mol above it.


(one)
The following is a quantum chemistry calculation of one molecule with the formula C5H12N2, from OMol25.

Values from the calculation:
SMILES string: C=C(CCN)NC
LUMO level (eV): 1.06

Geometry as ORCA input:
```
! wB97M-V def2-TZVPD RIJCOSX def2/J DEFGRID3
* xyz 0 1
C -1.505 0.742 0.334
C -0.020 0.666 0.792
C 0.756 -0.489 0.260
C 1.572 -1.190 1.075
C 0.941 0.409 -2.014
N 0.723 -0.715 -1.091
N -2.418 -0.273 0.922
H -1.483 0.341 -0.729
H -1.881 1.796 0.298
H -0.126 0.586 1.914
H 0.438 1.590 0.391
H 1.499 -1.050 2.161
H 2.198 -2.011 0.793
H 0.030 0.996 -2.143
H 1.665 1.094 -1.524
H 1.184 0.016 -3.015
H 1.233 -1.537 -1.375
H -1.944 -1.111 1.221
H -2.861 0.140 1.730
*
```


(two)
The following is a quantum chemistry calculation of a 2-piece molecular cluster, C5H12N2 overall, from OMol25.

Values from the calculation:
SMILES string: [H]/N=C/N.C=CCC
LUMO level (eV): 0.88

Geometry as ORCA input:
```
! wB97M-V def2-TZVPD RIJCOSX def2/J DEFGRID3
* xyz 0 1
C -0.582 -0.014 -0.862
C 0.855 -0.154 -1.381
C 1.364 1.093 -2.017
C 2.507 1.721 -1.708
H -1.229 0.311 -1.681
H -0.982 -0.957 -0.496
H -0.639 0.741 -0.081
H 0.912 -0.982 -2.096
H 1.510 -0.486 -0.566
H 0.715 1.594 -2.733
H 2.835 2.524 -2.351
H 3.031 1.413 -0.812
N -0.453 -0.714 2.387
C -1.719 -1.216 2.423
N -2.741 -0.454 2.369
H -0.358 0.279 2.478
H 0.317 -1.351 2.472
H -1.789 -2.306 2.462
H -3.553 -1.041 2.191
*
```


(three)
The following is a quantum chemistry calculation of one molecule with the formula C5H12N2, from OMol25.

Values from the calculation:
SMILES string: N/C=C/CCCN
LUMO level (eV): 1.17

Geometry as ORCA input:
```
! wB97M-V def2-TZVPD RIJCOSX def2/J DEFGRID3
* xyz 0 1
C -1.683 1.155 -1.167
C -0.710 0.047 -1.301
C 0.489 -0.054 -0.292
N 1.645 -2.144 2.507
C 1.600 -1.515 1.243
C 0.523 -1.356 0.390
N -1.015 2.526 -0.808
H -2.282 0.742 -0.328
H -2.374 1.347 -1.954
H -0.264 0.025 -2.412
H -0.990 -0.966 -1.419
H 1.507 0.065 -0.880
H 0.372 0.810 0.359
H 0.734 -2.394 2.691
H 2.022 -1.637 3.225
H 2.465 -0.866 1.220
H -0.414 -1.906 0.817
H -1.354 3.319 -0.315
H -0.273 2.801 -1.577
*
```


The data favor (two); the next most stable structure lies 7.5 kcal/mol above it.